Record 1
Molecular formula: C51H122N14O11
Method: DFT, wB97M-V/def2-TZVPD

Element x y z (Å)
O -2.1695 -3.3383 -0.3107
O 2.7757 -4.9569 4.9443
O 4.2176 -7.2512 -2.1991
O -7.4127 -0.8880 3.8599
O 0.1044 2.7169 -1.0869
O 1.3811 7.5593 2.5142
O 6.3446 -1.4926 -0.6559
O 1.7404 -2.0118 0.4716
O -0.6349 -2.4921 4.1476
O 4.3530 3.1817 6.2070
O -1.4094 3.1126 3.9269
N -0.6716 1.0423 -5.0916
N 4.4318 -5.3216 -1.0497
N -1.6027 -1.1480 5.8154
N -3.5226 2.7986 4.9033
N 2.1723 3.6361 5.8010
N 0.7410 4.3325 -2.6583
N -5.4585 -1.1322 2.8062
N 3.4922 -3.1707 3.7323
N -4.0881 4.0178 -0.7048
N 4.9411 -0.1696 -1.7722
N 0.1559 -0.3852 0.8002
N -1.1010 -5.3100 0.1661
N 1.9960 5.3207 2.1796
N 1.3194 -4.4243 -5.0448
C -3.6508 4.8708 -1.8470
C 1.0265 0.6358 1.4648
C 1.7578 0.6342 -5.7201
C 1.2421 -4.1414 -2.5109
C 4.9420 -3.5100 3.6950
C 3.9354 -6.5579 -1.1956
C 3.1430 -1.9304 3.1311
C -2.5518 4.9522 1.0181
C -3.7390 1.5685 4.0842
C 0.3841 5.5173 -1.8957
C -6.2668 -1.1374 3.9046
C 2.4024 -6.6794 -4.9017
C -2.4383 -2.1915 6.3560
C -1.8197 0.4196 -4.4712
C -4.8195 2.8611 -1.1886
C 3.4571 3.9909 5.9556
C 4.6792 0.6328 -2.9516
C 0.5892 -1.5965 0.3326
C -0.7216 -6.6720 -0.2375
C 2.5539 -3.8496 4.4684
C -0.3675 -3.7661 -6.7280
C -1.3990 0.8529 -7.4921
C -0.9792 1.8405 -6.3036
C 1.1270 6.3343 2.2921
C -1.5267 0.1446 6.5209
C 1.2396 4.6820 -3.9664
C 1.1875 4.6099 5.4757
C -3.0734 4.1855 -3.0713
C -1.9497 -4.5241 -0.5537
C -6.0579 3.2045 -2.0929
C -0.8357 -1.3922 4.7189
C -0.4300 -4.7788 1.4055
C -4.7110 3.3368 5.5283
C -2.3086 3.4518 4.7237
C 1.5265 3.9784 1.7615
C 3.3522 5.4492 2.5647
C 2.0196 -3.9516 -3.8335
C 1.0807 -5.8677 -4.9363
C 1.7677 2.2367 5.8715
C -2.9884 3.7591 0.1495
C -1.7627 0.3266 -2.9255
C 0.1796 -3.5707 -5.3712
C -4.0733 -1.6039 2.8246
C 0.4063 0.0983 -5.2205
C 4.1882 -4.4192 0.1268
C -5.9607 -0.8393 1.4907
C 5.1822 -4.5707 -2.0296
C 0.5643 3.0966 -2.2189
C 3.9241 -0.0422 -0.6768
C 6.0511 -0.8908 -1.6611
C -1.1888 0.0325 0.6976
H 0.8163 0.7096 2.5318
H 2.9801 -0.5074 -0.9607
H -1.9412 -2.4622 7.2876
H 0.6984 2.3951 -3.0568
H -4.4929 5.5050 -2.1238
H -1.2635 -6.9782 -1.1323
H 1.7085 3.3291 2.6179
H 0.4216 4.8334 -4.6706
H -6.7244 3.9719 -1.6991
H -0.9545 -2.8839 -6.9836
H 4.8838 1.6957 -2.8231
H 4.3373 -0.4429 0.2489
H 0.6859 -6.1934 -5.8987
H -3.4106 -1.1017 2.1197
H -0.9637 -4.6782 -6.7007
H -2.1324 3.4093 -0.4277
H -6.6643 2.3161 -2.2694
H -1.6345 0.0429 7.6008
H 3.2947 -1.1470 3.8736
H -5.1928 2.5797 6.1469
H -2.6204 -3.0415 5.6985
H -3.9722 -2.6541 2.5505
H -5.8465 3.6746 -3.0534
H -3.4227 -1.8584 6.6849
H -3.8219 3.6550 -3.6598
H 1.2485 -5.2127 -2.3102
H 2.5914 1.5903 6.1745
H -5.4823 3.5674 4.7934
H 5.4833 -5.1627 -2.8939
H 6.5782 -0.9277 -2.6270
H 0.3636 -6.1425 -4.1629
H 3.0020 -4.4082 -3.7133
H -5.1412 -0.4495 0.8869
H -4.5372 0.9595 4.5089
H 3.4710 6.3653 3.1432
H -0.5389 0.3324 -7.9132
H 4.0352 5.4338 1.7154
H -2.8408 5.5061 -1.4886
H 2.1060 -1.9009 2.7967
H 0.1170 -0.7638 -5.8214
H 5.5686 -2.6669 3.9859
H -0.5607 -5.5368 2.1777
H -2.6590 1.0410 -4.7834
H 0.3457 -6.4572 -0.2915
H 5.2022 0.3497 -3.8651
H -1.2075 0.7945 -0.0815
H -2.6579 5.0221 -3.6329
H 1.2151 6.1813 -1.6581
H 0.5669 -0.3305 -4.2313
H 3.6986 0.5654 -3.4229
H 2.3128 -7.7631 -4.9765
H -0.5678 -3.6124 -4.5789
H -0.9715 -0.3452 -2.5926
H 1.6335 1.0930 -6.7010
H -1.8665 4.7264 1.8350
H 0.6422 -4.7370 1.2139
H -2.1839 4.3487 5.3499
H 1.4930 5.6386 5.2842
H -1.4716 1.3069 -2.5484
H -1.6564 2.6479 -6.0250
H -2.4272 -5.1046 -1.3582
H -0.4046 -0.4346 4.3883
H -0.1730 -2.1674 -0.2200
H 0.5144 4.2363 4.7040
H -0.1527 2.4235 -6.7099
H 2.5458 -0.1161 -5.7846
H 3.2588 -6.8698 -0.3850
H 5.1332 -4.1763 0.6125
H -6.7452 -0.0871 1.4084
H 3.6830 1.0019 -0.4775
H 3.8866 -3.4437 -0.2547
H -1.7312 1.4437 -8.3458
H 5.3307 -3.9331 2.7687
H -2.2252 0.2107 -7.1872
H -4.1663 1.6697 3.0866
H -2.2841 3.5491 -2.6713
H -1.4947 0.5329 1.6163
H -0.1186 5.2899 -0.9557
H -2.0538 5.7181 0.4236
H -1.7863 -0.8540 0.4850
H -3.6351 -1.4886 3.8160
H 1.8305 5.5933 -3.8742
H -2.8787 0.9081 3.9754
H -6.3073 -1.7331 0.9719
H 2.0362 0.2252 1.4719
H -0.3402 6.1039 -2.4609
H 6.1000 -4.1698 -1.5993
H 2.1281 3.6367 0.9193
H 5.0661 -4.3229 4.4104
H 0.4486 -3.8483 -7.4458
H 0.0943 5.9588 2.2232
H -0.8226 -3.8196 1.7432
H 0.2533 -3.6865 -2.4522
H 4.5787 -3.7297 -2.3711
H 1.5769 -3.3502 4.5592
H -5.1794 2.3884 -0.2748
H -3.4144 5.3855 1.5243
H 0.4969 4.7824 6.3012
H -2.1024 -0.5656 -4.8420
H 1.0644 1.6343 1.0292
H 0.5305 -2.5491 -5.2253
H 0.8424 2.1268 6.4370
H 3.6121 5.0736 5.8291
H 1.5199 1.8457 4.8847
H -2.4170 0.6810 6.1928
H 3.5550 -4.7618 0.9452
H -5.7063 -1.3972 4.8159
H 2.9168 -6.3702 -5.8116
H 0.4800 3.8852 1.4712
H -0.8137 -7.3128 0.6394
H -2.6772 -0.0916 -2.5048
H 3.2068 -6.4906 -4.1908
H 3.5356 4.6190 3.2468
H -0.7597 0.8620 6.2293
H 2.2978 -2.9102 -3.9948
H -4.5658 4.2397 6.1213
H 2.2066 1.3509 -5.0323
H -3.3359 2.9883 0.8373
H -4.1927 2.1350 -1.7063
H 3.8935 -1.7182 2.3696
H 1.9893 3.9618 -4.2941
H 1.8138 -3.6271 -1.7384

- spin multiplicity = 2
- charge = +1
- HOMO level (spin up / spin down) (eV) = -10.08 / -10.08

***

Record 2
Molecular formula: C8H11N6
Method: DFT, wB97M-V/def2-TZVPD

Element x y z (Å)
N -0.9154 1.0649 2.3398
N -2.0732 0.7036 -2.0723
N 0.6453 1.8727 0.8052
N 0.9502 -1.1702 -0.1408
N 0.7039 -1.1644 2.2737
N -1.2655 0.7298 0.0702
C 1.7356 -2.9560 1.1763
C -0.3359 0.8903 1.1134
C 0.6051 -0.6482 1.0507
C 1.4961 -2.3723 -0.0382
C 1.0174 1.9120 -0.4082
C -1.0859 0.8247 -1.1949
C 0.3033 1.3999 -1.5881
C 1.3285 -2.3398 2.3339
H 1.6716 -2.7167 3.2929
H -2.2560 0.3522 0.2651
H 0.2532 2.1872 -2.3772
H -3.0197 0.8011 -1.6426
H 1.7664 2.6687 -0.4564
H -0.7899 0.2172 2.9340
H -2.0541 0.8757 -3.0771
H -0.4193 1.8553 2.8110
H 2.1777 -3.8744 1.2186
H 0.8771 0.5553 -2.0334
H 1.6020 -2.8269 -1.0251

- SMILES string = N[C@]1(c2ncccn2)N=CCC(=[NH2+])N1
- charge = +1
- HOMO level (eV) = -13.18
- energy relative to the best compared isomer or geometry (same formula, charge and spin) (kJ/mol) = 259.7

***

| no. | electronic energy (eV) |
| --- | --- |
| 1 | -98238.096 |
| 2 | -17407.594 |